1.
ORCA calculation (ωB97M-V/def2-TZVPD) on 2 unconnected molecules or ions with the total composition C5H12O2.

XYZ file:
```
19
Properties=species:S:1:pos:R:3:forces:R:3
C 2.278874 0.046352 1.156010 0.0296 -0.0320 -0.0690
C 0.888919 0.653868 1.337512 -0.0330 0.0499 0.1323
C 0.100589 1.001589 0.109663 -0.2240 0.5199 0.1719
O -0.108152 -1.430316 -0.883633 -0.3182 -0.3092 -0.0572
C -1.220463 0.937568 0.009240 0.3248 0.4495 0.0502
C -1.001221 -1.098086 -1.932843 0.0277 -0.3328 -0.3830
O -1.977231 0.150268 0.864148 -0.1391 0.1114 0.0521
H 2.240176 -1.002887 0.850173 -0.0392 0.1458 -0.0184
H 2.855134 0.595600 0.402500 -0.0965 -0.0732 0.0761
H 2.832323 0.110844 2.100936 -0.0908 -0.0811 -0.1884
H 0.285707 0.056553 2.030828 0.0770 0.0445 -0.1329
H 1.012860 1.634664 1.815113 0.0776 -0.1510 0.2169
H 0.645118 1.463037 -0.711004 -0.1543 0.3058 0.2015
H -0.586701 -1.459012 -0.041791 0.0331 0.0600 -0.2771
H -1.763204 1.465534 -0.768781 0.0164 -0.2064 0.0443
H -1.603289 -1.967569 -2.197922 0.0400 -0.1204 -0.2670
H -1.711489 -0.267350 -1.783878 0.4482 -0.3474 0.3700
H -0.375788 -0.784272 -2.770475 -0.0932 -0.2468 -0.0810
H -2.792160 -0.106390 0.414199 0.1138 0.2136 0.1587
```
Forces are in eV/Å.

The structure (SMILES) is CC/C=C\O.CO. The energy relative to the best compared isomer or geometry (same formula, charge and spin) is 2.393 eV. The value obtained for the total energy is -348.1169 a.u. For the HOMO energy, the calculation gives -0.3078 Ha.

=====

2.
ORCA calculation (ωB97M-V/def2-TZVPD) on a gas-phase ion, C2H5N (charge -1) in a non-equilibrium geometry.

XYZ file:
```
8
Properties=species:S:1:pos:R:3:forces:R:3
C 0.233339 0.429150 1.076130 0.3988 0.5354 1.5449
C -0.238540 0.362081 -0.238953 0.2857 0.3567 -0.1274
N -0.127531 -0.780748 -1.086438 -0.6915 0.3853 0.8483
H 0.857499 -0.162262 1.746166 0.1961 -1.0366 -1.0717
H 0.075891 1.299833 1.718612 -0.6514 0.3729 -0.6634
H -1.025281 1.074892 -0.517129 -0.2084 -0.0309 -0.0907
H 0.198370 -1.622593 -0.638771 0.1837 -0.1614 -0.4487
H 0.026253 -0.600354 -2.059616 0.4870 -0.4213 0.0087
```
Forces are in eV/Å.

Its spin multiplicity is 2. As for the net charge: -1. The energy relative to the best compared isomer or geometry (same formula, charge and spin) is 0.971 eV. The value obtained for the total energy is -133.8278 a.u. For the HOMO energy (spin up / spin down), the calculation gives 0.0793 / -0.0729 Ha.

=====

Q: Look up the energy relative to the best compared isomer or geometry (same formula, charge and spin) of the first one.
A: 2.393 eV

=====

Q: Among the records above, which one has the highest energy relative to the best compared isomer or geometry (same formula, charge and spin)?
A: C5H12O2

=====

Copy entry 1 word for word.
ORCA calculation (ωB97M-V/def2-TZVPD) on 2 unconnected molecules or ions with the total composition C5H12O2.

XYZ file:
```
19
Properties=species:S:1:pos:R:3:forces:R:3
C 2.278874 0.046352 1.156010 0.0296 -0.0320 -0.0690
C 0.888919 0.653868 1.337512 -0.0330 0.0499 0.1323
C 0.100589 1.001589 0.109663 -0.2240 0.5199 0.1719
O -0.108152 -1.430316 -0.883633 -0.3182 -0.3092 -0.0572
C -1.220463 0.937568 0.009240 0.3248 0.4495 0.0502
C -1.001221 -1.098086 -1.932843 0.0277 -0.3328 -0.3830
O -1.977231 0.150268 0.864148 -0.1391 0.1114 0.0521
H 2.240176 -1.002887 0.850173 -0.0392 0.1458 -0.0184
H 2.855134 0.595600 0.402500 -0.0965 -0.0732 0.0761
H 2.832323 0.110844 2.100936 -0.0908 -0.0811 -0.1884
H 0.285707 0.056553 2.030828 0.0770 0.0445 -0.1329
H 1.012860 1.634664 1.815113 0.0776 -0.1510 0.2169
H 0.645118 1.463037 -0.711004 -0.1543 0.3058 0.2015
H -0.586701 -1.459012 -0.041791 0.0331 0.0600 -0.2771
H -1.763204 1.465534 -0.768781 0.0164 -0.2064 0.0443
H -1.603289 -1.967569 -2.197922 0.0400 -0.1204 -0.2670
H -1.711489 -0.267350 -1.783878 0.4482 -0.3474 0.3700
H -0.375788 -0.784272 -2.770475 -0.0932 -0.2468 -0.0810
H -2.792160 -0.106390 0.414199 0.1138 0.2136 0.1587
```
Forces are in eV/Å.

The structure (SMILES) is CC/C=C\O.CO. The energy relative to the best compared isomer or geometry (same formula, charge and spin) is 2.393 eV. The value obtained for the total energy is -348.1169 a.u. For the HOMO energy, the calculation gives -0.3078 Ha.

=====

Q: Number 2 is which compound?
A: C2H5N